Molecular formula: C34H54Br3F3N4O6P
Method: DFT, ωB97M-V with the def2-TZVPD basis set

Cartesian coordinates (Å):
C1 -6.6184 -1.7277 5.1800
C2 -5.6652 -1.4205 4.1700
C3 -4.7816 -1.4508 2.7705
C4 -3.1613 -1.0818 2.9620
C5 -2.5569 -0.7164 4.4636
O1 -1.7800 0.3779 4.6775
O2 -2.8134 -1.5562 5.6669
C6 -3.4771 -0.7353 6.7278
C7 -2.2450 -1.1501 1.6053
C8 -0.6230 -0.8522 1.6773
Br1 -0.0626 0.4516 0.2472
C9 0.1103 -2.3136 1.3398
C10 0.3216 -3.2433 2.6809
C11 -2.9644 -1.5610 0.1930
N1 -4.4671 -1.8909 0.0673
C12 -4.9101 -2.2938 -1.3415
C13 -5.1616 -3.9105 -1.3124
C14 -6.3320 -4.4649 -2.3125
F1 -7.6824 -4.5985 -1.6478
Br2 -5.8039 -6.3887 -2.7450
C15 -6.4362 -3.7095 -3.7630
F2 -5.1321 -3.2834 -4.3409
F3 -6.9774 -4.7424 -4.7245
Br3 -7.8346 -2.2240 -3.7962
C16 -5.4222 -1.8562 1.2794
P1 -7.2989 -2.2892 1.1267
N2 -7.3961 -3.8970 1.4749
O3 -7.9983 -1.8943 -0.4177
O4 -8.2947 -1.4480 2.3291
H1 -7.3696 -2.0495 6.0459
H2 -4.3493 -1.3227 7.2588
H3 -3.9827 0.1681 6.1543
H4 -2.6459 -0.3571 7.4634
H5 -0.2556 -0.4561 2.7157
H6 -0.5715 -2.9450 0.5910
H7 1.1866 -2.1150 0.8738
H8 1.3966 -3.7271 2.6015
H9 0.3062 -2.6099 3.6876
H10 -0.5015 -4.1041 2.7239
H11 -2.2779 -1.6030 -0.7821
H12 -5.7884 -1.6512 -1.7676
H13 -3.9958 -2.1186 -2.0899
H14 -5.3245 -4.3154 -0.2183
H15 -4.1433 -4.4124 -1.6828
H16 -6.4466 -4.2925 1.6494
H17 -8.0143 -0.8945 -0.5610
H18 -8.0294 -0.4727 2.2613
C17 -1.0435 6.1155 -3.4937
C18 -0.4568 5.1622 -2.4088
C19 0.2465 5.9846 -1.2923
C20 1.5961 6.5602 -1.7092
C21 2.5019 5.4701 -2.2694
C22 1.8380 4.6702 -3.4195
N3 0.4634 4.1719 -3.0628
O5 0.6158 3.0826 -2.1859
C23 1.7754 5.5563 -4.6876
C24 2.7998 3.5059 -3.8326
C25 -1.7191 4.4938 -1.7693
H19 -2.1327 6.2154 -3.4143
H20 -0.6328 7.1277 -3.4264
H21 -0.8720 5.7439 -4.5092
H22 0.4059 5.3509 -0.4091
H23 -0.4043 6.8045 -0.9617
H24 1.4600 7.3607 -2.4444
H25 2.0783 7.0245 -0.8411
H26 3.4382 5.9260 -2.6170
H27 2.7819 4.7926 -1.4514
H28 1.2477 5.0475 -5.5022
H29 2.7840 5.7881 -5.0548
H30 1.2957 6.5223 -4.5201
H31 3.0515 2.8457 -2.9951
H32 3.7517 3.8991 -4.2084
H33 2.3596 2.8949 -4.6308
H34 -2.2564 3.8766 -2.4993
H35 -2.4165 5.2551 -1.3979
H36 -1.4725 3.8651 -0.9050
C26 7.2639 -3.2284 0.4049
C27 5.8406 -2.7136 0.0322
C28 5.9327 -1.6370 -1.0858
C29 6.4410 -0.2844 -0.5974
C30 5.6281 0.2027 0.5962
C31 5.5658 -0.8369 1.7445
N4 5.1568 -2.2048 1.2686
O6 3.7738 -2.1747 1.0133
C32 6.9433 -0.9032 2.4482
C33 4.6112 -0.2886 2.8578
C34 5.1345 -3.9663 -0.5853
H37 7.4664 -4.2249 -0.0057
H38 8.0564 -2.5719 0.0324
H39 7.3942 -3.3418 1.4861
H40 4.9426 -1.4848 -1.5371
H41 6.5825 -1.9906 -1.8968
H42 7.5035 -0.3458 -0.3381
H43 6.3691 0.4474 -1.4105
H44 6.0575 1.1447 0.9616
H45 4.6135 0.4468 0.2530
H46 6.9577 -1.6797 3.2214
H47 7.1766 0.0479 2.9451
H48 7.7733 -1.0870 1.7635
H49 3.6065 -0.0636 2.4826
H50 4.9970 0.6474 3.2783
H51 4.5164 -1.0046 3.6840
H52 5.0159 -4.7639 0.1579
H53 5.7206 -4.3717 -1.4195
H54 4.1454 -3.7334 -0.9983

Computed properties:
2S+1: 3
Net charge: +1
HOMO-LUMO gap (alpha / beta) in eV: 5.2 / 5.8

Atom charges from the Löwdin analysis, given in e for atoms 1 to 8: C 0.14; C -0.05; C -0.02; C 0.09; C -0.21; O 0.01; O -0.15; C -0.08

Molecular formula: C34H54O25S
Method: DFT, ωB97M-V with the def2-TZVPD basis set

Cartesian coordinates (Å):
C1 -1.3859 0.1493 -3.6069
C2 -0.3942 0.8467 -4.6212
C3 0.5707 1.8618 -4.0232
O1 1.7832 1.5515 -4.6106
C4 1.7258 0.3638 -5.3143
O2 2.7249 -0.2111 -5.8532
O3 0.4896 -0.1325 -5.1485
H1 -0.8792 -0.5278 -2.9193
H2 -2.1775 -0.5110 -3.9613
H3 -1.9528 0.8775 -3.0268
H4 -0.9200 1.2968 -5.4632
H5 0.6455 1.7992 -2.9376
H6 0.2125 2.8541 -4.2976
C5 5.4308 2.1433 -2.3253
C6 3.8942 2.2543 -2.0917
C7 3.4798 2.1905 -0.6230
O4 2.5447 3.2118 -0.4564
C8 2.5341 4.0346 -1.5029
O5 1.8274 5.0379 -1.5772
O6 3.2903 3.4524 -2.5417
H7 5.7373 2.0498 -3.3671
H8 5.9510 1.3927 -1.7302
H9 5.9343 3.0795 -2.0845
H10 3.4543 1.4616 -2.6967
H11 4.3160 2.3947 0.0457
H12 3.0937 1.1942 -0.4074
C9 -5.5045 -2.7131 -1.3863
C10 -4.2977 -2.6474 -0.3600
C11 -3.2041 -1.6096 -0.7081
O7 -3.2541 -0.7276 0.3390
C12 -4.0610 -1.1161 1.3059
O8 -4.2969 -0.4838 2.3237
O9 -4.7843 -2.1832 0.8534
H13 -6.1700 -3.5375 -1.1304
H14 -5.1427 -2.7587 -2.4135
H15 -6.0546 -1.7737 -1.3320
H16 -3.7585 -3.5837 -0.2160
H17 -3.4101 -1.1412 -1.6705
H18 -2.2040 -2.0180 -0.8530
C13 -2.0928 -7.4972 2.7895
C14 -1.3544 -6.2086 2.4888
C15 -2.0372 -5.3276 1.4206
O10 -1.8901 -4.0710 1.9761
C16 -1.4409 -4.1451 3.2156
O11 -1.2241 -3.1680 3.8592
O12 -1.3143 -5.4071 3.6395
H19 -1.7850 -8.0136 3.6988
H20 -1.8305 -8.1377 1.9475
H21 -3.1752 -7.3694 2.7912
H22 -0.3314 -6.4300 2.1846
H23 -3.0922 -5.5907 1.3431
H24 -1.4881 -5.3401 0.4792
C17 1.0068 -3.2782 0.1693
C18 1.2132 -2.9315 -1.3189
C19 1.8167 -1.5940 -1.6434
O13 2.8028 -1.8610 -2.5210
C20 3.0542 -3.1954 -2.5793
O14 3.8680 -3.6901 -3.3237
O15 2.2382 -3.8481 -1.7767
H25 0.4429 -2.4858 0.6613
H26 2.0104 -3.2178 0.5904
H27 0.5373 -4.2509 0.3157
H28 0.3277 -2.9910 -1.9518
H29 2.1467 -0.9861 -0.8010
H30 1.0712 -1.0301 -2.2041
C21 0.2743 4.4467 1.7818
C22 1.0918 5.6945 1.4632
C23 0.7742 6.9368 2.2843
O16 2.0496 7.4351 2.6148
C24 2.9836 6.5421 2.3593
O17 4.2087 6.6713 2.6108
O18 2.4140 5.4495 1.8107
H31 0.6832 3.5206 1.3780
H32 -0.6852 4.5244 1.2704
H33 -0.0010 4.3482 2.8318
H34 0.8910 5.8678 0.4059
H35 0.1520 6.7886 3.1669
H36 0.3569 7.7105 1.6399
C25 1.9827 -2.8269 3.4853
C26 3.5348 -2.5976 3.3920
C27 4.1029 -1.3414 3.9937
O19 5.2186 -1.6972 4.7306
C28 5.2735 -3.0040 4.8257
O20 6.1718 -3.6410 5.3816
O21 4.1716 -3.5704 4.2638
H37 1.7623 -3.8741 3.2780
H38 1.4845 -2.2844 2.6818
H39 1.5075 -2.6354 4.4474
H40 4.0907 -2.6715 2.4573
H41 3.3798 -0.8496 4.6444
H42 4.3421 -0.7326 3.1218
C29 -5.2638 3.9960 -3.1500
C30 -4.4869 4.2381 -1.8431
C31 -4.4513 3.0055 -0.9262
O22 -3.0860 2.5565 -0.8914
C32 -2.3479 3.4133 -1.5388
O23 -1.0947 3.4399 -1.6303
O24 -3.1517 4.4138 -2.1358
H43 -6.3083 3.7540 -2.9531
H44 -4.8903 3.0841 -3.6159
H45 -5.1914 4.8844 -3.7773
H46 -4.9073 5.1874 -1.5111
H47 -5.0921 2.2969 -1.4510
H48 -4.9301 3.1260 0.0456
C33 -0.7064 -0.3298 2.6922
S1 0.6401 0.8122 2.0982
O25 1.8448 -0.0706 1.7948
C34 -0.1924 0.9647 0.4958
H49 -1.6857 0.1486 2.6813
H50 -0.5275 -0.7058 3.6995
H51 -0.7263 -1.2868 2.1709
H52 -0.2782 -0.0259 0.0492
H53 0.4133 1.5136 -0.2253
H54 -1.0638 1.6180 0.5398

Computed properties:
2S+1: 2
Net charge: -1
HOMO-LUMO gap (alpha / beta) in eV: 2.2 / 9.6

Atom charges from the Löwdin analysis, given in e for atoms 1 to 8: C -0.04; C -0.27; C -0.14; O 0.04; C -0.45; O 0.08; O 0.06; H 0.05

Molecular formula: C34H55BHfN7O2SSi3
Method: DFT, ωB97M-V with the def2-TZVPD basis set

Cartesian coordinates (Å):
Hf1 0.1912 1.0600 0.1359
C1 -0.6870 2.7005 2.9813
O1 0.1282 1.6851 2.2600
Si1 1.2153 0.4376 2.8874
C2 0.4896 -0.0636 4.5565
C3 2.8689 1.2456 3.5134
C4 1.2614 -0.6075 1.4335
Si2 2.7352 -0.6057 0.1763
C5 4.0221 -1.9656 1.0055
C6 2.7876 -1.7802 -1.4273
C7 4.4309 0.2996 0.3255
Si3 0.8014 -2.2890 1.9139
C8 -1.0104 -2.3194 2.6504
C9 0.9740 -3.6760 0.6131
C10 1.8763 -2.8614 3.4309
H1 -0.2035 3.6825 2.8910
H2 -0.7786 2.4218 4.0628
H3 -1.6389 2.8112 2.4248
H4 0.6655 0.7946 5.2467
H5 1.0470 -0.9341 5.0016
H6 -0.5635 -0.3796 4.4702
H7 3.3872 0.5471 4.1677
H8 2.6902 2.0830 4.1933
H9 3.5555 1.6321 2.7428
H10 3.4765 -2.9160 1.0662
H11 4.2148 -1.7038 2.0122
H12 4.9032 -2.1338 0.3826
H13 3.2154 -2.7727 -1.3582
H14 3.4102 -1.3064 -2.2224
H15 1.8076 -1.9011 -1.8736
H16 4.9428 0.2301 1.2702
H17 4.2458 1.3520 0.1467
H18 5.1532 -0.1174 -0.4922
H19 -1.6350 -1.5058 2.2951
H20 -0.8592 -2.1300 3.6979
H21 -1.5435 -3.2689 2.4955
H22 0.3466 -3.2654 -0.1986
H23 0.4342 -4.5682 1.0120
H24 1.9881 -4.0337 0.3505
H25 1.2459 -3.0509 4.3077
H26 2.6885 -2.1561 3.8047
H27 2.4044 -3.7979 3.1484
C11 -6.0670 -2.2622 -0.3069
C12 -4.9608 -2.6705 0.6190
N1 -4.2800 -1.4620 1.2207
C13 -4.8685 -0.9415 2.4292
C14 -5.9668 0.1025 2.1873
C15 -3.2393 -0.8808 0.5216
S1 -2.5389 0.5536 1.1023
N2 -2.7611 -1.5874 -0.5037
C16 -1.6944 -1.4473 -1.2581
O2 -0.7490 -0.5696 -1.0197
C17 -1.5089 -2.3266 -2.3920
C18 -0.9328 -1.7923 -3.5902
C19 -0.8224 -2.5246 -4.7777
C20 -1.0935 -3.9133 -4.7013
C21 -1.6272 -4.4479 -3.5026
C22 -1.9319 -3.6450 -2.3996
H28 -6.4885 -3.2411 -0.6658
H29 -5.6345 -1.7174 -1.1662
H30 -6.8908 -1.7031 0.1715
H31 -4.1548 -3.2222 0.1151
H32 -5.2352 -3.3374 1.4667
H33 -3.9567 -0.5361 2.9634
H34 -5.1145 -1.7841 3.0871
H35 -5.5397 0.9597 1.6518
H36 -6.5486 0.4659 3.0653
H37 -6.7165 -0.3539 1.5715
H38 -0.4661 -0.7940 -3.5966
H39 -0.7254 -2.0589 -5.7187
H40 -1.1176 -4.4716 -5.6183
H41 -1.7298 -5.4921 -3.4399
H42 -2.3381 -4.1534 -1.4755
B1 0.1623 4.5271 -1.6999
N3 1.0199 4.3211 -0.4769
C23 1.7920 5.2994 -0.0058
C24 2.4262 4.9543 1.1453
C25 1.8900 3.6452 1.3951
N4 0.9898 3.2961 0.4574
N5 -0.6238 3.2775 -2.0978
C26 -1.3872 3.2961 -3.2204
C27 -2.4720 2.4634 -3.1005
C28 -2.1614 1.7411 -1.9347
N6 -1.0571 2.2208 -1.3161
H43 -0.7188 5.3391 -1.4747
H44 0.8867 4.9096 -2.5480
H45 1.8820 6.2342 -0.5525
H46 3.0958 5.4424 1.7873
H47 2.1376 2.9838 2.1851
H48 -1.1439 3.9848 -4.0577
H49 -3.3570 2.4513 -3.7709
H50 -2.7856 1.0630 -1.3190
N7 1.9861 0.8114 -0.7902
C29 2.5304 1.4440 -1.9038
C30 3.3364 2.5925 -1.8310
C31 3.8304 3.2473 -2.9928
C32 3.6027 2.7115 -4.2659
C33 2.8170 1.5619 -4.3432
C34 2.2859 0.9302 -3.2135
H51 3.4131 3.0596 -0.8675
H52 4.4153 4.2013 -2.9322
H53 3.8897 3.2443 -5.1677
H54 2.7141 1.0588 -5.3139
H55 1.6176 0.0694 -3.3155

Computed properties:
Net charge: -1
HOMO-LUMO gap in eV: 5.2

Atom charges from the Löwdin analysis, given in e for atoms 1 to 8: Hf 1.54; C -0.07; O -0.52; Si 0.36; C -0.17; C -0.16; C -0.51; Si 0.27

Molecular formula: C34H55Br2IrN5O2P2S3
Method: DFT, ωB97M-V with the def2-TZVPD basis set

Cartesian coordinates (Å):
Ir1 0.2357 -0.4137 -0.7916
Br1 -1.4596 2.2065 3.4845
C1 0.2970 1.7126 2.9765
C2 1.3606 1.9798 3.8414
C3 2.6450 1.6516 3.4997
Br2 4.0523 2.0423 4.7186
C4 2.9273 1.0397 2.2558
C5 4.2127 0.6902 1.7848
C6 4.3481 0.1189 0.5513
C7 3.2077 -0.1412 -0.2242
N1 2.0009 0.1636 0.1965
C8 1.8373 0.7590 1.4061
C9 0.4658 1.0837 1.7388
O1 -0.4704 0.8316 0.9184
H1 1.1587 2.4533 4.7925
H2 5.0758 0.8801 2.4083
H3 5.3200 -0.1577 0.1664
H4 3.2831 -0.6139 -1.1952
S1 -0.7085 -1.9580 -4.9735
C10 -0.4079 -1.5698 -3.3924
S2 1.1552 -1.3713 -2.6732
S3 -1.5626 -1.1223 -2.1901
O2 0.2946 1.4091 -1.9327
P1 -0.4685 2.6900 -1.9965
N2 -1.7596 2.8381 -1.0082
C11 -2.2375 4.0446 -0.3395
C12 -3.7424 4.0044 -0.5771
C13 -4.0647 2.5103 -0.4774
C14 -2.7962 1.7895 -0.9709
N3 -0.8909 2.8807 -3.5678
C15 -0.5729 1.9094 -4.6301
C16 -0.7018 2.7553 -5.8895
C17 -1.8718 3.6837 -5.5560
C18 -1.6674 4.0096 -4.0704
N4 0.4493 4.0224 -1.5905
C19 1.5797 4.3214 -2.4844
C20 2.4385 5.3276 -1.6918
C21 1.8663 5.3073 -0.2607
C22 1.0131 4.0466 -0.2314
H5 -1.7493 4.9318 -0.7404
H6 -2.0301 3.9864 0.7365
H7 -3.9726 4.3835 -1.5759
H8 -4.2911 4.6056 0.1490
H9 -4.9386 2.2336 -1.0665
H10 -4.2639 2.2377 0.5601
H11 -2.9224 1.3527 -1.9635
H12 -2.4996 0.9944 -0.2889
H13 -1.2872 1.0814 -4.6340
H14 0.4147 1.4781 -4.4791
H15 -0.8772 2.1474 -6.7761
H16 0.2098 3.3391 -6.0453
H17 -2.8144 3.1499 -5.6922
H18 -1.9025 4.5833 -6.1711
H19 -2.6209 4.1072 -3.5421
H20 -1.1217 4.9516 -3.9358
H21 1.2163 4.7198 -3.4316
H22 2.1560 3.4134 -2.6990
H23 2.3851 6.3259 -2.1255
H24 3.4846 5.0221 -1.7056
H25 1.2296 6.1777 -0.0939
H26 2.6391 5.3014 0.5075
H27 0.2303 4.0579 0.5252
H28 1.6376 3.1597 -0.0567
C23 0.7385 -2.0308 3.7320
C24 1.2032 -3.1432 2.7807
C25 2.5720 -2.7007 2.2440
C26 1.3763 -4.4284 3.5945
P2 -0.0177 -3.1888 1.2988
N5 0.0984 -2.0249 0.3542
C27 -1.7752 -3.2505 2.0433
C28 -2.7270 -3.6404 0.9026
C29 -2.1628 -1.8179 2.4465
C30 -2.0184 -4.1936 3.2250
C31 0.2900 -4.8336 0.3724
C32 1.8005 -4.9359 0.1122
C33 -0.1790 -6.1296 1.0402
C34 -0.3575 -4.7162 -1.0173
H29 1.5411 -1.8146 4.4452
H30 -0.1412 -2.3124 4.3079
H31 0.5154 -1.1103 3.1897
H32 3.1537 -2.2476 3.0536
H33 2.4405 -1.9646 1.4535
H34 3.1546 -3.5272 1.8421
H35 2.0411 -4.2214 4.4416
H36 1.8347 -5.2285 3.0148
H37 0.4360 -4.7991 4.0017
H38 -2.5191 -3.0577 0.0032
H39 -3.7553 -3.4339 1.2168
H40 -2.6696 -4.6994 0.6559
H41 -1.8000 -1.0940 1.7147
H42 -1.7795 -1.5340 3.4253
H43 -3.2547 -1.7443 2.4930
H44 -1.7544 -5.2273 3.0023
H45 -3.0852 -4.1745 3.4772
H46 -1.4751 -3.8875 4.1185
H47 2.3700 -5.1732 1.0094
H48 2.1796 -4.0078 -0.3199
H49 1.9772 -5.7408 -0.6080
H50 0.2301 -6.2688 2.0409
H51 0.1498 -6.9790 0.4302
H52 -1.2651 -6.1866 1.1056
H53 -0.1877 -3.7257 -1.4394
H54 -1.4286 -4.9037 -1.0028
H55 0.0966 -5.4582 -1.6819

Computed properties:
Net charge: -1
HOMO-LUMO gap in eV: 6.0

Atom charges from the Löwdin analysis, given in e for atoms 1 to 8: Ir 0.87; Br 0.75; C -0.61; C -0.18; C -0.64; Br 0.72; C -0.20; C -0.04

> net charge of number 2 (C34H54O25S)?

-1

> What is the formula in the second record?

C34H54O25S